Record 1
A 4-piece molecular cluster, H8O4 overall at a distorted geometry, computed with ωB97M-V with the def2-TZVPD basis set.

Positions of all 12 atoms, in Å:
1 O 0.583 2.417 1.473
2 H 0.148 1.663 1.387
3 H -0.053 2.993 1.075
4 O -0.631 -0.099 1.126
5 H 0.030 -0.742 1.704
6 H -1.032 -0.610 0.513
7 O -0.805 -2.047 -1.177
8 H -0.782 -2.925 -1.415
9 H -0.755 -1.605 -2.028
10 O 1.232 0.633 -1.066
11 H 1.496 -0.192 -1.209
12 H 0.567 0.513 -0.385

Forces on the atoms, in the same order (eV/Å):
O 2.921 4.894 0.741
H -2.689 -5.825 -0.279
H -0.245 1.163 -0.317
O 4.681 0.451 5.611
H -2.775 2.421 -2.480
H -2.020 -3.135 -3.168
O -0.030 3.046 0.539
H 0.030 -3.365 -0.511
H 0.002 0.419 0.012
O -1.767 5.040 0.685
H 2.054 -5.456 -1.206
H -0.163 0.346 0.373

Output
total energy = -8318.8120 eV
relative energy (zero: lowest compared OMol25 entry of this formula, charge and spin) = 179.9 kJ/mol
SMILES = O.O.O.O



Record 2
C11H54CdF6N2O23S2 as an isolated structure at a distorted geometry, computed with ωB97M-V with the def2-TZVPD basis set.

Positions of all 99 atoms, in Å:
1 Cd -1.304 -2.545 -16.577
2 C -3.620 0.605 -15.523
3 F -4.727 1.306 -15.538
4 F -2.997 0.797 -16.685
5 F -2.850 0.966 -14.508
6 S -4.051 -1.255 -15.316
7 O -5.031 -1.364 -14.281
8 O -4.480 -1.624 -16.649
9 N -2.504 -2.032 -15.058
10 S -2.292 -2.130 -13.440
11 O -0.921 -2.522 -13.143
12 O -2.793 -1.060 -12.632
13 C -3.283 -3.691 -13.004
14 F -2.503 -4.557 -12.362
15 F -4.315 -3.387 -12.228
16 F -3.738 -4.276 -14.124
17 C 3.041 -2.372 -16.422
18 C 2.735 -1.232 -15.471
19 C 3.962 -0.302 -15.590
20 C 3.847 1.015 -14.857
21 C 2.571 1.710 -15.338
22 C 1.272 0.874 -15.311
23 N 1.544 -0.457 -15.833
24 O 0.420 -1.243 -16.111
25 C 0.245 1.596 -16.169
26 C 0.789 0.816 -13.849
27 C 2.650 -1.799 -14.065
28 H 3.933 -2.953 -16.189
29 H 3.222 -1.972 -17.428
30 H 2.225 -3.086 -16.572
31 H 4.222 -0.096 -16.632
32 H 4.817 -0.852 -15.178
33 H 4.798 1.553 -14.940
34 H 3.813 0.966 -13.758
35 H 2.806 1.888 -16.396
36 H 2.413 2.656 -14.818
37 H 0.221 2.671 -15.976
38 H -0.763 1.237 -15.953
39 H 0.362 1.460 -17.246
40 H 0.376 -0.153 -13.571
41 H 0.108 1.632 -13.576
42 H 1.569 1.033 -13.114
43 H 3.388 -2.549 -13.779
44 H 1.678 -2.313 -14.011
45 H 2.544 -1.067 -13.264
46 O 2.647 2.405 -11.089
47 H 3.474 2.127 -10.678
48 H 2.403 1.671 -11.663
49 O 1.618 -0.409 -18.672
50 H 0.705 -0.256 -18.931
51 H 1.555 -0.765 -17.756
52 O 4.317 -4.147 -11.049
53 H 4.656 -4.913 -11.523
54 H 3.482 -3.929 -11.494
55 O 4.828 5.031 -14.334
56 H 5.252 4.200 -14.567
57 H 3.925 4.789 -14.077
58 O 2.096 4.974 -13.027
59 H 1.156 5.074 -13.213
60 H 2.141 4.311 -12.323
61 O -0.307 -4.307 -15.542
62 H -0.680 -5.176 -15.346
63 H 0.587 -4.322 -15.168
64 O 6.636 -0.612 -12.943
65 H 7.108 -1.443 -13.070
66 H 7.028 -0.010 -13.588
67 O 2.298 2.383 -19.820
68 H 3.233 2.504 -19.610
69 H 1.988 1.734 -19.175
70 O -0.144 -3.404 -18.190
71 H -0.451 -3.776 -19.025
72 H 0.800 -3.648 -18.140
73 O -2.539 3.764 -13.999
74 H -2.284 2.897 -14.328
75 H -2.751 3.618 -13.070
76 O 7.198 3.662 -13.583
77 H 6.684 2.925 -13.231
78 H 7.678 4.004 -12.822
79 O 2.537 -4.034 -19.207
80 H 3.150 -3.293 -19.396
81 H 2.308 -4.385 -20.076
82 O 6.885 0.554 -17.341
83 H 7.215 -0.260 -17.738
84 H 6.462 0.272 -16.522
85 O 3.446 -1.571 -20.404
86 H 2.832 -1.318 -19.681
87 H 2.875 -1.781 -21.150
88 O 1.478 -3.336 -11.475
89 H 0.774 -3.785 -10.994
90 H 1.035 -2.932 -12.236
91 O -1.975 -1.253 -18.136
92 H -2.055 -0.323 -17.875
93 H -1.868 -1.237 -19.095
94 O 4.575 3.860 -17.252
95 H 3.767 4.040 -16.758
96 H 5.017 4.715 -17.304
97 O 3.604 -5.732 -17.258
98 H 3.282 -5.088 -17.922
99 H 3.758 -6.543 -17.752

Forces on the atoms, in the same order (eV/Å):
Cd 2.386 -0.072 0.087
C -0.357 -1.334 0.775
F -0.206 0.035 0.128
F 0.276 0.174 -0.009
F 0.155 0.232 -0.267
S -0.302 -0.327 -2.202
O 1.011 -0.014 0.184
O 0.900 0.083 0.733
N -4.360 2.429 2.867
S 2.588 -0.950 1.862
O -1.242 0.074 -1.039
O -0.411 -0.236 -0.891
C -0.375 0.294 0.017
F -0.018 0.114 -0.126
F 0.233 -0.066 -0.150
F 0.116 -0.025 0.201
C -0.604 -0.257 -1.447
C 0.878 0.829 0.723
C 0.580 -0.273 0.738
C -0.586 -0.016 1.217
C 1.075 0.093 -1.199
C 0.806 -0.212 1.097
N 0.899 -0.371 -1.968
O -0.597 -0.214 0.310
C -0.952 -0.103 -0.189
C -0.292 0.584 0.920
C -1.329 -0.648 0.812
H 0.003 0.182 0.463
H 0.056 0.089 0.102
H -0.080 0.055 0.443
H -0.373 0.012 -0.136
H -0.034 -0.120 0.010
H -0.372 0.559 -0.803
H -0.231 -0.856 -0.019
H -0.399 0.457 -0.056
H -0.135 0.059 -0.080
H 0.246 -0.013 0.142
H 0.145 -0.105 0.143
H 0.466 -0.050 0.056
H -0.319 0.094 -0.191
H -0.447 -0.246 -0.427
H 0.474 -0.419 -0.394
H 0.316 0.240 -0.211
H 0.023 -0.117 -0.201
H 0.501 0.210 -0.167
O 0.060 0.060 -0.091
H -0.065 0.073 -0.004
H 0.005 0.008 0.101
O 0.005 -0.284 -0.170
H 0.007 -0.091 0.013
H -0.208 0.561 0.217
O -0.037 -0.068 -0.270
H -0.009 0.047 0.050
H -0.037 0.036 0.289
O -0.520 -0.102 -0.059
H 0.215 0.149 -0.023
H 0.023 0.265 0.066
O -0.091 -0.236 0.030
H 0.084 0.025 -0.032
H 0.094 -0.007 0.035
O 0.289 -1.034 0.377
H 0.007 0.137 -0.006
H -0.145 0.340 -0.033
O 0.044 0.093 -0.202
H -0.065 0.031 0.088
H 0.033 -0.061 0.081
O -0.049 0.023 0.056
H -0.113 0.022 0.063
H 0.243 -0.088 -0.044
O 0.397 -0.716 -1.202
H -0.005 0.019 0.109
H 0.022 0.242 0.008
O 0.063 0.091 0.061
H 0.053 0.103 0.084
H -0.003 0.004 -0.080
O 0.176 -0.420 0.038
H 0.067 0.087 0.076
H -0.079 0.081 -0.063
O -0.133 0.098 -0.096
H -0.174 0.028 -0.176
H 0.165 -0.025 0.079
O 0.080 -0.130 0.065
H -0.041 0.068 0.009
H -0.046 0.034 -0.093
O -0.044 -0.658 0.429
H -0.028 0.571 -0.439
H 0.036 0.223 -0.025
O 0.017 -0.059 -0.230
H 0.047 0.058 0.002
H -0.057 -0.011 0.223
O -0.376 1.241 -1.516
H -0.047 -0.228 0.088
H 0.009 -0.197 0.110
O -0.108 -0.085 -0.126
H 0.105 0.066 0.004
H -0.010 -0.063 0.119
O -0.198 0.229 -0.159
H 0.199 -0.457 0.271
H 0.030 0.057 0.041

Output
total energy = -104892.8996 eV
relative energy (zero: lowest compared OMol25 entry of this formula, charge and spin) = 179.1 kJ/mol



Record 3
A 2-piece molecular cluster, C4H11N2OS overall at a distorted geometry, computed with ωB97M-V with the def2-TZVPD basis set.

Positions of all 19 atoms, in Å:
1 C 1.551 0.978 1.128
2 C -0.096 1.831 -0.579
3 C 0.824 2.152 0.589
4 C 1.080 -1.089 -0.129
5 N 1.549 -0.164 0.607
6 N 1.700 -1.644 -1.151
7 O -3.405 -2.413 0.698
8 S -2.267 -1.382 -0.400
9 H 2.147 1.113 2.025
10 H -0.826 1.072 -0.304
11 H -0.636 2.723 -0.882
12 H 0.469 1.471 -1.436
13 H 0.256 2.583 1.421
14 H 1.564 2.908 0.306
15 H 0.091 -1.510 0.133
16 H 1.303 -2.448 -1.612
17 H -3.775 -3.106 0.114
18 H 2.580 -1.281 -1.489
19 H -4.110 -1.794 0.963

Forces on the atoms, in the same order (eV/Å):
C 0.049 0.067 -0.085
C 0.076 -0.001 0.112
C -0.322 0.101 -0.323
C -0.815 -0.866 -0.274
N 0.448 0.377 0.483
N 0.264 0.243 -0.139
O 0.091 0.101 -0.330
S -0.175 -0.120 0.085
H 0.065 -0.041 0.141
H -0.104 -0.005 0.036
H -0.038 0.040 -0.052
H 0.057 0.000 -0.151
H 0.124 0.009 0.041
H 0.049 0.000 0.145
H 0.304 0.082 0.022
H -0.060 0.116 0.059
H -0.023 0.349 0.318
H -0.038 -0.111 0.018
H 0.048 -0.340 -0.106

Output
total energy = -20180.4574 eV
net charge = +1
relative energy (zero: lowest compared OMol25 entry of this formula, charge and spin) = 310.3 kJ/mol



Record 4
C23H25AsF2O2PtS as an isolated structure at a distorted geometry, computed with ωB97M-V with the def2-TZVPD basis set.

Positions of all 55 atoms, in Å:
1 Pt 0.244 0.103 -0.512
2 C 1.239 -1.936 1.486
3 O 0.619 -0.655 1.663
4 C 1.448 0.269 2.375
5 C 0.670 1.551 2.539
6 O 0.473 2.223 1.313
7 C 1.532 3.107 0.973
8 H 2.137 -1.853 0.872
9 H 0.509 -2.569 0.988
10 H 1.491 -2.354 2.464
11 H 2.387 0.418 1.836
12 H 1.671 -0.139 3.367
13 H 1.169 2.203 3.264
14 H -0.325 1.302 2.914
15 H 2.458 2.565 0.764
16 H 1.690 3.828 1.782
17 H 1.226 3.633 0.072
18 S 2.637 0.154 -0.903
19 C 2.769 0.795 -2.537
20 C 3.938 1.430 -2.963
21 C 4.042 1.938 -4.248
22 C 2.984 1.827 -5.143
23 C 1.815 1.200 -4.732
24 C 1.716 0.679 -3.448
25 As 0.105 -0.143 -2.771
26 C -1.160 0.050 -4.195
27 C -1.261 -0.944 -5.161
28 C -2.180 -0.799 -6.192
29 C -3.001 0.318 -6.246
30 C -2.903 1.304 -5.273
31 C -1.986 1.169 -4.243
32 C 0.550 -2.037 -2.876
33 C -0.269 -2.948 -2.214
34 C 0.057 -4.296 -2.212
35 C 1.202 -4.738 -2.864
36 C 2.011 -3.831 -3.532
37 C 1.685 -2.480 -3.542
38 H 4.756 1.538 -2.262
39 H 4.955 2.434 -4.552
40 H 3.064 2.225 -6.146
41 H 0.983 1.110 -5.420
42 H -0.627 -1.818 -5.116
43 H -2.254 -1.565 -6.953
44 H -3.726 0.416 -7.044
45 H -3.545 2.175 -5.314
46 H -1.915 1.931 -3.476
47 H -1.165 -2.610 -1.706
48 H -0.583 -5.002 -1.696
49 H 1.465 -5.788 -2.848
50 H 2.901 -4.171 -4.046
51 H 2.319 -1.774 -4.065
52 F -1.895 -1.401 0.460
53 C -1.698 -0.130 -0.068
54 F -2.585 -0.055 -1.140
55 H -2.085 0.577 0.673

Forces on the atoms, in the same order (eV/Å):
Pt -0.158 -0.251 0.681
C -0.047 -0.085 0.151
O 0.226 0.392 -0.457
C 0.043 -0.099 0.252
C -0.103 0.030 -0.155
O -0.028 0.087 0.081
C -0.066 -0.086 0.031
H 0.010 0.016 0.007
H -0.007 0.018 -0.010
H -0.030 0.014 0.016
H 0.001 0.035 -0.019
H -0.014 -0.103 -0.021
H 0.018 -0.018 0.018
H 0.019 0.020 0.079
H 0.024 -0.005 -0.005
H 0.018 0.017 -0.022
H 0.009 -0.007 -0.026
S -0.029 0.288 0.009
C -0.003 0.007 0.050
C 0.026 -0.040 0.006
C -0.019 -0.027 0.003
C -0.004 -0.043 0.019
C 0.078 -0.089 -0.034
C -0.287 0.305 -0.187
As 1.241 -0.745 -0.391
C -0.545 0.228 0.294
C -0.030 0.131 -0.092
C 0.041 -0.012 -0.013
C -0.007 -0.002 0.010
C 0.033 -0.004 0.001
C 0.032 -0.019 -0.084
C -0.117 0.004 -0.183
C -0.023 -0.061 -0.087
C 0.009 0.009 -0.006
C 0.002 0.017 0.019
C -0.016 0.006 0.002
C -0.013 -0.042 -0.013
H 0.021 -0.017 -0.023
H -0.008 -0.005 0.007
H 0.001 0.021 0.011
H -0.024 0.011 0.020
H -0.016 -0.032 0.009
H -0.018 -0.003 0.014
H 0.018 0.011 -0.007
H -0.007 -0.009 0.008
H -0.013 -0.010 0.034
H 0.032 0.025 0.065
H 0.008 0.004 -0.006
H -0.015 0.005 -0.015
H 0.004 0.001 0.009
H 0.030 0.008 0.031
F -0.087 -0.006 0.028
C -0.259 0.173 -0.295
F 0.022 -0.030 0.085
H 0.029 -0.030 0.097

Output
total energy = -108706.4486 eV
relative energy (zero: lowest compared OMol25 entry of this formula, charge and spin) = 4.0 kJ/mol



What HOMO energy values result from the calculations? In sequence: -10.8 -6.9 -12.0 -7.3 eV.